{
  "formula": "C29H30BeN8O6S2",
  "method": "ωB97M-V with the def2-TZVPD basis set",
  "species": ["O", "N", "C", "C", "S", "H", "H", "H", "C", "N", "N", "C", "H", "H", "O", "H", "C", "N", "H", "C", "C", "C", "H", "H", "H", "H", "H", "H", "H", "H", "H", "C", "C", "N", "H", "N", "H", "O", "H", "C", "H", "C", "O", "C", "H", "N", "C", "H", "C", "C", "C", "C", "C", "S", "H", "H", "H", "C", "H", "H", "H", "C", "C", "N", "C", "H", "C", "C", "C", "H", "C", "O", "C", "C", "Be", "O"],
  "xyz": [[-3.915471, -2.078123, 0.231161], [2.211398, 1.026353, -3.043003], [2.564872, 1.632905, -5.317458], [-2.237776, -0.946313, 1.212484], [-1.229238, -1.109930, 6.169015], [-3.355441, 3.114776, -3.725599], [5.352301, 3.358987, 1.526495], [-1.682879, -0.899230, -0.905280], [3.272651, 3.663162, 1.064300], [-3.407504, -1.755708, 1.280119], [-0.361336, -0.023620, 0.535283], [-2.310470, 1.296920, -3.317344], [-3.107627, -0.230343, 3.686567], [1.507945, 0.834128, 2.250518], [0.036139, -0.420426, 6.078834], [-2.508547, -2.308294, 4.578575], [0.544201, 0.773985, 2.746308], [1.953901, -0.656713, -0.771642], [-0.808079, -2.122851, 4.089691], [4.226054, -1.239132, -0.428759], [3.267791, 1.055885, 0.189396], [-3.065023, -0.650048, -4.499394], [1.212510, 3.710305, 0.510850], [3.225004, 1.748796, -6.163581], [-1.587443, 0.527377, 4.131363], [-1.934704, -3.158538, 7.023727], [0.002816, -3.828797, 5.530350], [5.213520, -0.972180, -0.081386], [-5.791601, -0.011544, -6.194545], [4.044153, 0.878597, -3.943620], [0.764122, 2.295185, -6.304119], [-1.671537, -1.615604, 4.518432], [-0.435823, 0.103377, 1.854900], [-4.916668, -0.489693, -6.052143], [-4.928734, 2.055827, -5.314386], [0.117970, 1.240400, -2.089022], [0.712929, -2.046755, -1.630775], [-1.094303, 3.444881, -2.498818], [-2.961251, -1.702594, -4.735847], [4.447548, 1.605231, 0.688877], [-0.820295, -2.284453, 8.076818], [-0.982706, -2.628139, 7.052949], [-2.369068, -0.436451, 6.734236], [-2.033083, -0.367715, 3.703184], [3.274638, 4.693144, 1.401315], [0.397219, 1.806902, -4.352544], [3.005905, 1.159976, -4.094121], [0.641024, 0.246159, 3.694956], [3.989845, -2.483875, -0.979308], [1.726479, -1.856101, -1.294932], [-4.068263, 0.098965, -5.115361], [1.214356, 1.936965, -5.383529], [0.930813, 1.376049, -3.204957], [-1.289557, 2.080040, -2.106287], [5.366311, 1.031144, 0.730868], [-5.037948, -1.484625, -5.954115], [2.493755, -3.771448, -1.865089], [0.186935, -3.451265, 6.536132], [0.344573, -4.311860, 7.184851], [1.097550, -2.854988, 6.525592], [4.796752, -3.200658, -1.063952], [4.445375, 2.916283, 1.135124], [-4.165829, 1.460214, -4.827030], [-1.559676, -0.468694, 2.321462], [3.181707, -0.322231, -0.335648], [0.227755, 1.797886, 2.959504], [-2.194976, -0.052777, -3.606156], [2.062186, 1.775387, 0.118860], [2.714563, -2.809718, -1.425506], [-1.396728, -0.632564, -3.158385], [-1.482693, -0.676702, 0.125276], [-1.906609, 1.825948, -0.829481], [-3.291367, 2.055616, -3.936081], [2.107458, 3.097027, 0.562182], [0.828042, 0.732620, -0.597619], [-3.800814, -2.096703, 2.386268]],
  "atomic_forces_ev_per_a": [[-0.1, 0.0, -0.2], [0.1, 0.0, 0.1], [-0.1, 0.0, 0.0], [0.0, -0.3, 0.3], [0.0, 0.1, 0.0], [0.0, 0.0, 0.0], [0.0, 0.0, 0.0], [-0.1, 0.0, 0.0], [0.0, 0.0, 0.0], [0.1, 0.0, 0.0], [0.1, 0.3, -0.2], [0.0, 0.0, 0.0], [0.0, 0.0, 0.0], [0.0, 0.0, 0.0], [0.0, 0.0, 0.0], [0.0, 0.0, 0.0], [0.0, 0.0, 0.0], [0.0, 0.0, 0.0], [0.0, 0.0, 0.0], [0.0, 0.0, 0.0], [0.0, 0.0, 0.0], [0.0, 0.0, 0.0], [0.0, 0.0, 0.0], [0.0, 0.0, 0.0], [0.1, 0.0, 0.0], [0.0, 0.0, 0.0], [0.0, 0.0, 0.0], [0.0, 0.0, 0.0], [0.0, 0.0, 0.0], [0.0, 0.0, 0.0], [0.0, 0.0, 0.0], [0.0, 0.0, 0.0], [0.2, 0.0, 0.1], [0.0, 0.0, 0.0], [0.0, 0.0, 0.0], [-0.2, -0.1, 0.0], [0.0, 0.0, 0.0], [-0.1, 0.1, 0.1], [0.0, 0.0, 0.0], [0.0, 0.0, 0.0], [0.0, 0.0, 0.0], [0.0, 0.0, 0.0], [0.0, 0.0, 0.0], [0.0, -0.1, -0.1], [0.0, 0.0, 0.0], [-0.1, 0.0, 0.0], [0.0, 0.0, 0.0], [0.0, 0.0, 0.0], [0.0, 0.0, 0.0], [0.0, 0.0, 0.0], [-0.1, 0.0, 0.0], [0.1, 0.0, -0.1], [0.0, 0.0, 0.0], [0.3, -0.2, -0.3], [0.0, 0.0, 0.0], [0.0, 0.0, 0.0], [0.0, 0.0, 0.0], [0.0, 0.0, 0.0], [0.0, 0.0, 0.0], [0.0, 0.0, 0.0], [0.0, 0.0, 0.0], [0.0, 0.0, 0.0], [0.0, 0.0, 0.0], [-0.4, 0.2, 0.1], [0.0, 0.0, 0.0], [0.0, 0.0, 0.0], [0.0, 0.0, 0.0], [0.0, -0.1, 0.0], [0.0, 0.0, 0.0], [0.0, 0.0, 0.0], [0.2, 0.1, -0.1], [-0.1, 0.1, 0.3], [0.0, 0.0, 0.0], [0.0, 0.0, 0.0], [0.1, 0.0, 0.1], [-0.1, 0.0, 0.1]],
  "lowdin_charge": [0.11, 0.14, -0.06, -0.12, 0.63, 0.12, 0.10, 0.12, -0.09, -0.33, 0.11, -0.30, 0.13, 0.07, -0.31, 0.10, 0.05, 0.07, 0.11, 0.00, -0.20, -0.03, 0.10, 0.09, 0.12, 0.11, 0.07, 0.11, 0.09, 0.11, 0.11, -0.21, -0.24, 0.09, 0.11, -0.10, 0.12, -0.28, 0.11, -0.04, 0.11, -0.30, -0.30, -0.12, 0.10, 0.14, -0.12, 0.08, -0.05, -0.09, -0.32, -0.12, -0.42, 0.62, 0.10, 0.09, 0.10, -0.11, 0.08, 0.08, 0.11, -0.09, -0.03, 0.06, -0.19, 0.11, -0.08, -0.11, -0.05, 0.10, 0.00, -0.31, -0.05, -0.09, 0.12, 0.07],
  "homo_lumo_gap_ev": 7.406,
  "lumo_ev": -0.61
}


{
  "formula": "C29H30MnNO4",
  "method": "ωB97M-V with the def2-TZVPD basis set",
  "species": ["C", "H", "H", "H", "C", "H", "C", "C", "O", "C", "C", "H", "H", "H", "C", "C", "C", "O", "C", "C", "C", "H", "C", "H", "C", "H", "C", "H", "H", "C", "C", "C", "H", "H", "C", "H", "H", "C", "H", "C", "C", "H", "C", "H", "H", "H", "C", "H", "O", "O", "H", "H", "H", "Mn", "C", "H", "C", "H", "C", "N", "C", "C", "H", "H", "H"],
  "xyz": [[-0.496242, 1.934302, 8.032506], [-3.598674, -1.568242, -3.290673], [-0.620991, 2.365990, 9.029970], [0.091342, -1.035863, -2.514023], [-3.273635, -1.704395, -2.243473], [0.807744, -0.810961, 6.453579], [0.862363, 1.711343, -3.889660], [-1.975050, -1.464911, 0.531970], [0.649264, -0.816486, 3.942721], [-0.154893, 0.823797, 5.474740], [-1.191016, 0.580840, -1.976728], [-2.969402, -1.048872, 0.569402], [4.240904, 2.185537, -3.643622], [-0.876697, 2.984228, -4.188712], [-0.397042, 2.410318, -3.374904], [2.078167, -1.058778, 0.038920], [1.840978, -0.374646, 1.284077], [-1.301185, 2.685975, 4.561533], [1.469892, 0.996328, 0.970561], [-0.073794, -2.585788, 1.211141], [0.034587, 0.245789, 4.092669], [-2.345962, 1.507965, -3.350482], [1.823071, -0.151838, -1.015713], [1.304320, 2.005660, -1.037217], [2.100145, -0.077913, -4.998102], [4.278468, -0.018675, -4.843969], [-1.148147, -1.765675, 1.670249], [2.114214, 3.319478, -3.180532], [0.664818, -3.029973, 1.864281], [2.095557, 2.326241, -3.633931], [3.307474, 1.700548, -3.935821], [0.308106, 0.147603, 6.600595], [2.079700, -0.282164, -2.065844], [-0.140333, -3.072438, -3.076488], [3.326276, 0.477419, -4.612130], [-1.109762, -0.608876, -3.734292], [-1.449465, -1.612327, 2.686081], [-0.821395, 2.080539, 5.627692], [-3.771376, -2.593419, -1.823572], [-1.766065, -1.904651, -2.093970], [1.434345, 1.098915, -0.450951], [2.083232, -1.023458, -5.543547], [-1.345276, -2.031588, -0.628099], [0.480767, 0.140227, 8.758642], [-1.585797, -4.046883, -2.768382], [-1.560641, -2.841013, -4.067546], [-1.244368, -3.039958, -3.025428], [-3.606172, -0.812352, -1.698816], [-0.514521, 0.922212, 3.106287], [-1.032956, 0.725147, -0.716638], [-0.078356, 3.060403, -2.537035], [-1.029382, 1.974014, 3.716317], [2.053312, -0.761468, 2.273088], [-0.097596, -0.357930, 0.407470], [0.131243, 0.684635, 7.880318], [1.328455, 1.829209, 1.654392], [0.880785, 0.565911, -4.707128], [-0.044069, 0.181134, -5.159148], [-0.212442, -2.774901, -0.182070], [-1.491090, 1.597276, -2.779943], [-0.959700, -0.734811, -2.648673], [-0.962915, 2.630861, 6.928078], [0.372512, -3.407893, -0.850946], [-1.451202, 3.594614, 7.021376], [2.455600, -2.075343, -0.100446]],
  "atomic_forces_ev_per_a": [[0.1, -0.2, -0.2], [0.3, -0.2, 0.3], [0.0, -0.2, -0.3], [-0.2, 0.5, 0.0], [-0.1, -0.2, 0.0], [-0.1, 0.3, 0.1], [0.2, -0.1, -0.8], [0.6, -0.8, 0.7], [-0.2, 0.3, 0.0], [-0.2, 0.5, -0.1], [0.8, -2.2, 2.6], [0.2, 0.5, 0.0], [-0.3, -0.1, -0.2], [0.3, 0.0, 0.6], [-0.1, 0.6, 0.6], [0.7, 1.1, 0.3], [1.8, 1.0, -0.6], [0.1, -0.2, -0.8], [1.0, -0.8, -0.1], [-1.0, -0.3, 0.4], [-0.2, -0.1, 0.1], [1.1, -0.4, 0.2], [0.8, 0.5, 0.0], [-0.3, -0.3, 0.3], [-0.2, 0.2, -0.1], [-0.5, 0.2, 0.1], [-1.2, -1.8, -0.8], [0.0, -0.4, 0.2], [0.0, 0.2, -0.1], [0.1, -0.3, 0.3], [0.0, 0.1, -0.3], [-0.1, 0.2, 0.4], [-0.4, -0.2, 0.2], [-0.4, 0.1, 0.3], [-0.4, 0.1, 0.3], [-0.2, -0.1, 0.7], [0.3, 0.4, 0.2], [0.3, -0.7, 0.4], [-0.1, 0.4, -0.2], [0.6, -0.4, -0.1], [1.5, -0.4, 0.2], [0.0, 0.3, 0.0], [0.2, -1.4, 0.0], [-0.1, 0.2, -0.3], [-0.1, 0.2, 0.1], [-0.1, 0.0, 0.5], [-0.1, -0.4, -0.1], [0.0, -0.2, 0.1], [0.3, -0.5, 0.3], [-1.6, 1.8, -4.2], [0.0, 0.2, -0.8], [-0.2, 0.6, 0.9], [-0.4, 0.1, -0.2], [-0.6, -0.5, 0.4], [0.0, 0.0, -0.2], [-0.2, -0.5, -0.1], [0.4, 0.0, 0.1], [0.5, 0.1, 0.4], [-0.8, 0.1, -0.3], [-1.4, 2.4, -1.6], [-0.2, 0.3, -0.2], [0.1, -0.3, -0.5], [0.1, 0.4, 0.4], [0.0, -0.1, 0.0], [-0.4, 0.4, 0.3]],
  "lowdin_spin": [0.00, 0.00, 0.00, 0.00, 0.00, 0.00, 0.00, -0.01, 0.00, 0.00, -0.01, 0.00, 0.00, 0.00, 0.00, 0.04, 0.05, 0.00, 0.02, 0.08, 0.00, 0.00, 0.09, 0.00, 0.00, 0.00, 0.04, 0.00, 0.00, 0.00, 0.00, 0.00, 0.01, 0.00, 0.00, 0.00, 0.00, 0.00, 0.00, 0.00, 0.01, 0.00, 0.02, 0.00, 0.00, 0.00, 0.00, 0.00, 0.03, 0.02, 0.00, 0.00, 0.00, 3.48, 0.00, 0.00, 0.00, 0.00, 0.10, 0.00, 0.00, 0.00, 0.00, 0.00, 0.00],
  "multiplicity": 5,
  "homo_lumo_gap_ev": [5.222, 5.535],
  "lumo_ev": [-1.47, -1.16]
}


{
  "formula": "C29H30N7O5PSeTeY",
  "method": "ωB97M-V with the def2-TZVPD basis set",
  "species": ["C", "H", "N", "H", "O", "H", "C", "C", "C", "Se", "C", "C", "C", "C", "C", "N", "H", "H", "C", "N", "H", "H", "C", "C", "C", "O", "H", "C", "N", "H", "H", "C", "H", "H", "C", "H", "N", "C", "P", "H", "C", "H", "H", "N", "C", "C", "H", "H", "O", "O", "H", "C", "C", "C", "H", "C", "H", "C", "H", "C", "Y", "H", "H", "O", "H", "H", "H", "H", "Te", "N", "C", "H", "C", "H", "C"],
  "xyz": [[2.010187, 0.789193, -3.153435], [-0.849856, -1.842958, 5.287774], [-0.371966, 0.134432, 2.624998], [-0.862391, 1.083658, -7.045525], [0.236188, -2.024963, 0.455626], [4.775642, -0.469536, 0.895578], [-3.617311, -1.307214, 1.311801], [-2.589514, 1.637263, 0.599086], [2.497918, 1.461746, -4.415207], [0.936797, 4.514761, 6.796811], [-0.619769, -0.939898, 4.741666], [-0.034903, 1.277053, 3.247983], [0.604309, 3.266163, 0.275516], [1.032532, 4.704901, 2.128121], [0.013604, 1.363721, 4.639236], [-2.541081, -1.322074, 0.454716], [-4.156192, -4.209795, -1.699403], [1.248089, 5.300555, 0.075859], [0.691283, 3.644608, 2.971884], [0.264089, 2.256293, 1.067595], [2.749793, 0.845163, -2.358601], [4.697072, -0.362640, -0.857457], [-1.655140, 0.181476, -5.262690], [0.990904, 4.511613, 0.767514], [3.743291, -2.966436, -0.020550], [0.846620, 1.481231, -2.635377], [1.762333, -0.261834, -3.324683], [2.614844, -2.124388, 0.117987], [-3.499868, 2.265370, 0.955511], [4.090690, 0.983643, 0.126605], [-2.543681, 0.231741, -4.629379], [1.244064, -4.122540, 0.267982], [0.562492, 3.082331, -0.791412], [-3.746197, -0.537904, 2.053511], [2.793055, -0.693097, 0.080555], [1.326313, 5.651043, 2.562388], [0.461830, 2.818300, 6.541342], [0.391048, 2.632468, 5.250446], [-0.640303, 0.977119, -2.962713], [-4.231114, 2.936552, 0.808666], [0.726334, 3.759544, 4.425223], [-3.798220, -5.128786, -0.218803], [-1.511477, -0.850862, -5.579769], [-3.834999, -3.039168, -0.001148], [-4.315900, -4.261765, -0.625264], [4.176800, -0.097946, 0.064545], [-0.879263, -1.843513, 2.791935], [0.262776, -4.561739, 0.393134], [-0.911321, -0.250701, -2.089055], [1.844362, 0.116601, 0.046574], [-1.898276, 2.150904, -6.079005], [-2.709590, -2.379533, -0.315816], [0.311198, 2.432073, 2.400273], [1.326835, -2.709421, 0.277782], [-2.039890, -2.686891, -1.102819], [-0.291343, 0.229402, 5.392012], [-5.343810, -2.702295, 1.488148], [-1.761019, 1.128806, -6.430984], [4.722171, -2.522466, -0.135688], [3.631231, -4.329702, -0.030074], [-0.490990, 0.031547, 0.142894], [-2.616760, 0.856127, -7.049624], [-5.381092, -4.357937, -0.433808], [-0.486317, 0.525084, -4.475267], [3.404165, 0.968993, -4.771266], [2.726717, 2.510199, -4.226522], [1.742622, 1.404623, -5.195930], [-0.255672, 0.289872, 6.471611], [-2.096384, 2.774082, -2.613380], [1.068935, 4.851993, 5.054080], [2.358598, -4.903501, 0.115488], [4.505240, -4.953760, -0.147414], [-4.421392, -2.370473, 1.046005], [2.255830, -5.981623, 0.111046], [-0.645820, -0.944872, 3.350556]],
  "atomic_forces_ev_per_a": [[0.0, -0.1, -0.1], [0.0, 0.0, 0.0], [-0.1, 0.0, 0.0], [0.0, 0.0, 0.0], [-0.1, 0.3, -0.1], [0.0, 0.0, 0.0], [0.0, 0.0, 0.0], [0.0, -0.1, 0.3], [0.0, 0.0, 0.0], [0.2, -0.1, -0.1], [0.0, 0.0, 0.0], [0.0, 0.0, 0.0], [0.0, 0.0, 0.0], [0.0, 0.0, 0.0], [0.0, 0.0, 0.0], [0.0, 0.0, 0.0], [0.0, 0.0, 0.0], [0.0, 0.0, 0.0], [0.0, 0.0, 0.0], [0.0, 0.0, 0.0], [0.0, 0.0, 0.0], [0.0, 0.0, 0.0], [0.0, 0.0, 0.0], [0.0, 0.0, 0.0], [0.0, 0.0, 0.0], [0.0, 0.0, 0.0], [0.0, 0.0, 0.0], [0.0, 0.0, 0.0], [0.0, 0.1, -0.4], [0.0, 0.0, 0.0], [0.0, 0.0, 0.0], [0.0, 0.0, 0.0], [0.0, 0.0, 0.0], [0.0, 0.0, 0.0], [0.0, 0.0, 0.0], [0.0, 0.0, 0.0], [-0.2, 0.1, 0.0], [0.1, -0.1, 0.1], [0.0, 0.1, -0.1], [0.0, 0.0, 0.2], [0.1, 0.0, 0.0], [0.0, 0.0, 0.0], [0.0, 0.0, 0.0], [0.0, 0.0, 0.0], [0.0, 0.0, 0.0], [0.0, 0.0, 0.0], [0.0, 0.0, 0.0], [0.0, 0.0, 0.0], [0.2, 0.1, 0.5], [-0.2, 0.0, 0.0], [0.0, 0.0, 0.0], [0.0, 0.0, 0.0], [0.0, 0.0, 0.0], [0.0, 0.0, 0.0], [0.0, 0.0, 0.0], [0.0, 0.0, 0.0], [0.0, 0.0, 0.0], [0.0, 0.0, 0.0], [0.0, 0.0, 0.0], [0.0, 0.0, 0.0], [0.2, -0.4, -0.4], [0.0, 0.0, 0.0], [0.0, 0.0, 0.0], [-0.1, -0.1, 0.0], [0.0, 0.0, 0.0], [0.0, 0.0, 0.0], [0.0, 0.0, 0.0], [0.0, 0.0, 0.0], [0.0, 0.0, 0.1], [-0.2, 0.1, 0.0], [0.0, 0.0, 0.0], [0.0, 0.0, 0.0], [0.0, 0.0, 0.0], [0.0, 0.0, 0.0], [0.0, 0.0, 0.1]],
  "lowdin_charge": [-0.26, 0.12, 0.04, 0.08, -0.21, 0.10, -0.14, -0.13, -0.06, 1.16, -0.01, -0.13, -0.10, 0.03, -0.08, -0.04, 0.10, 0.12, -0.08, 0.02, 0.10, 0.10, -0.28, 0.00, -0.03, -0.34, 0.12, -0.09, 0.14, 0.09, 0.09, -0.01, 0.07, 0.10, -0.34, 0.13, -0.22, -0.34, 0.03, 0.10, -0.34, 0.10, 0.12, -0.11, 0.00, 0.00, 0.11, 0.11, -0.48, -0.09, 0.06, -0.14, -0.14, -0.32, 0.14, 0.03, 0.12, -0.07, 0.11, -0.08, 1.44, 0.08, 0.10, -0.30, 0.08, 0.09, 0.07, 0.13, 0.45, -0.22, -0.06, 0.11, -0.04, 0.11, -0.10],
  "homo_lumo_gap_ev": 6.255,
  "lumo_ev": -3.17,
  "total_charge": 1
}


These records have relative energy (zero: lowest compared OMol25 entry of this formula, charge and spin) values of 0.0 264.3 28.2 kJ/mol, in the order they appear.